# 1
Computed, not measured: C26H31MgN16 as an isolated structure, with ωB97M-V/def2-TZVPD.

maximum force: 0.9 eV/A
energy relative to the best compared isomer or geometry (same formula, charge and spin): 0.0 kcal per mole
E_HOMO: -4.431 eV
Kohn-Sham gap: 6.86 eV
charge: -1

Geometry as XYZ:
```
74
C26H31MgN16 | the OMol25 dataset | ωB97M-V/def2-TZVPD
Mg 0.024 -1.542 -0.740
C -6.477 -1.082 1.133
C -4.982 -0.885 1.072
C -4.164 -1.123 2.178
C -2.795 -0.993 2.105
C -2.138 -0.590 0.931
N -0.752 -0.488 0.836
C -0.080 0.185 1.815
C -0.707 1.201 2.581
C -0.042 2.004 3.480
C 1.332 1.873 3.679
C 2.099 2.797 4.592
C 1.967 0.877 2.963
C 1.306 0.019 2.086
N 2.118 -1.028 1.512
C 3.311 -1.465 1.987
C 3.781 -2.423 1.127
C 2.788 -2.531 0.143
N 1.789 -1.695 0.389
C -2.973 -0.361 -0.170
C -4.355 -0.515 -0.104
N -2.419 0.059 -1.429
C -2.846 1.071 -2.204
C -2.124 1.028 -3.377
C -1.270 -0.077 -3.231
N -1.450 -0.662 -2.049
H -6.836 -1.040 2.163
H -6.765 -2.053 0.723
H -7.001 -0.315 0.561
H -4.614 -1.455 3.109
H -2.179 -1.234 2.962
H -1.767 1.361 2.421
H -0.594 2.768 4.020
H 1.461 3.161 5.399
H 2.479 3.672 4.056
H 2.956 2.293 5.043
H 3.038 0.775 3.088
H 3.736 -1.095 2.901
H 4.702 -2.974 1.205
H 2.751 -3.175 -0.721
H -4.940 -0.348 -1.003
H -3.612 1.748 -1.863
H -2.206 1.696 -4.217
H -0.518 -0.465 -3.903
N 0.280 -4.610 -2.196
C 0.917 -3.571 -2.838
N 1.617 -3.735 -3.952
N 2.066 -2.500 -4.245
N 1.667 -1.651 -3.360
N 0.922 -2.306 -2.427
C -0.380 -4.532 -0.975
N -0.786 -5.607 -0.330
N -1.368 -5.113 0.787
N -1.310 -3.826 0.798
N -0.678 -3.404 -0.333
H 0.436 -5.531 -2.563
C 3.253 3.653 -0.599
C 2.144 2.902 -1.326
C 0.812 3.640 -1.139
C 2.481 2.788 -2.809
N 2.107 1.558 -0.729
N 1.206 0.649 -1.345
H 3.384 4.653 -1.020
H 4.191 3.102 -0.687
H 3.016 3.760 0.464
H 0.864 4.651 -1.551
H 0.562 3.711 -0.076
H -0.006 3.118 -1.646
H 2.701 3.778 -3.215
H 1.654 2.363 -3.382
H 3.355 2.146 -2.951
H 1.812 1.630 0.240
H 1.668 0.188 -2.129
H 0.383 1.123 -1.713
```

# 2
Computed, not measured: C26H31MnN2O6PS2Se2Si as an isolated structure, with ωB97M-V/def2-TZVPD.

maximum force: 0.1 eV/A
energy relative to the best compared isomer or geometry (same formula, charge and spin): 1.5 kcal per mole
E_HOMO (spin up / spin down): -0.264 / -0.504 eV
Kohn-Sham gap (spin up / spin down): 4.49 / 4.73 eV
<S²>: 8.761
2S+1: 6
charge: -2

Geometry as XYZ:
```
72
C26H31MnN2O6PS2Se2Si | the OMol25 dataset | ωB97M-V/def2-TZVPD
Mn 1.012 1.830 0.824
Se 0.654 4.012 1.734
P -0.430 -0.164 1.974
Se -0.199 -2.320 1.601
C -2.227 0.238 1.842
C -3.220 -0.710 2.069
C -4.559 -0.361 1.981
C -4.919 0.943 1.662
C -3.933 1.893 1.438
C -2.590 1.546 1.526
C -0.256 0.067 3.806
C -0.196 -0.998 4.698
C -0.081 -0.769 6.064
C -0.020 0.530 6.551
C -0.068 1.597 5.662
C -0.184 1.371 4.298
H -2.925 -1.729 2.298
H -5.325 -1.110 2.153
H -5.966 1.215 1.584
H -4.201 2.912 1.185
H -1.825 2.302 1.360
H -0.232 -2.008 4.305
H -0.036 -1.610 6.748
H 0.075 0.709 7.617
H 0.000 2.617 6.023
H -0.181 2.219 3.612
O 2.738 -0.486 -1.941
S 2.676 0.943 -2.143
O 3.939 1.571 -2.477
O 1.933 1.682 -1.124
C 1.660 1.149 -3.624
C 2.354 1.429 -4.795
C 1.700 1.557 -6.010
C 0.326 1.399 -6.072
C -0.382 1.118 -4.915
C 0.269 0.999 -3.690
S -0.843 0.721 -2.307
O -2.055 0.214 -2.899
O -0.175 -0.393 -1.462
O -0.906 1.874 -1.475
H 3.425 1.554 -4.719
H 2.266 1.780 -6.906
H -0.200 1.494 -7.014
H -1.454 0.985 -4.941
C -0.993 -4.520 -1.839
Si -1.581 -2.784 -2.259
C -2.096 -2.791 -4.071
C -3.003 -2.327 -1.153
C -0.012 -1.730 -2.026
H -1.779 -5.261 -2.013
H -0.709 -4.557 -0.785
H -0.122 -4.805 -2.436
H -2.898 -3.517 -4.236
H -1.256 -3.067 -4.714
H -2.453 -1.806 -4.373
H -3.822 -3.041 -1.287
H -3.374 -1.324 -1.361
H -2.674 -2.366 -0.113
H 0.585 -1.643 -2.939
H 0.619 -2.209 -1.279
C 4.247 2.899 0.966
C 4.040 1.547 1.545
N 2.907 0.880 1.571
C 3.163 -0.337 2.164
C 4.473 -0.403 2.511
N 5.019 0.803 2.113
H 3.385 3.529 1.220
H 4.309 2.833 -0.122
H 5.164 3.349 1.355
H 2.390 -1.082 2.277
H 5.054 -1.172 2.988
H 5.977 1.089 2.198
```